No. 1
C8H11NO2S4SbTc | wB97M-V/def2-TZVPD

Kohn-Sham gap (spin up / spin down)   6.960 / 5.687 eV
Multiplicity   2
Electronic energy   -2430.64003 Ha
⟨S²⟩   0.766
ΔE to the lowest compared entry with this formula, charge and spin   14.4 kJ/mol
E_LUMO (spin up / spin down)   2.30 / 0.83 eV
Net charge   -1

Geometry (Å):
Tc (0.0785, 0.9567, -0.2048)
C (-1.1459, 2.4378, 1.1402)
C (-0.1603, 3.1624, 0.4292)
C (1.1064, 2.6185, 0.7849)
C (0.8955, 1.5417, 1.7062)
C (-0.5210, 1.4515, 1.9303)
H (-2.2113, 2.5605, 1.0199)
H (-0.3406, 3.9735, -0.2569)
H (2.0630, 2.9582, 0.4214)
H (1.6623, 0.9562, 2.1888)
H (-1.0223, 0.7596, 2.5887)
N (0.2020, -1.1771, 0.0689)
C (-0.7120, -2.0027, -0.7373)
C (-2.1512, -1.6353, -0.4324)
C (-2.5992, -0.2795, -0.9820)
O (-3.7783, -0.1068, -1.2376)
O (-1.6885, 0.6324, -1.1603)
H (1.1783, -1.4501, -0.0720)
H (0.0245, -1.3784, 1.0494)
H (-0.5341, -3.0616, -0.5299)
H (-0.4772, -1.8289, -1.7859)
H (-2.3179, -1.6293, 0.6514)
H (-2.8326, -2.3803, -0.8419)
S (3.5076, -1.1793, 1.0642)
Sb (4.0616, -1.7853, -1.0800)
S (1.7137, 0.8916, -1.6509)
S (2.1426, -0.9663, -2.4942)
S (3.8562, -4.0398, -1.5773)

Atomic partial charges in e from the Löwdin method, atoms 1 to 4: 1.002 -0.173 -0.179 -0.269


No. 2
C8H11NO2S4SbTc | wB97M-V/def2-TZVPD

Kohn-Sham gap (spin up / spin down)   6.193 / 6.037 eV
Multiplicity   2
Electronic energy   -2430.63459 Ha
⟨S²⟩   0.767
ΔE to the lowest compared entry with this formula, charge and spin   28.6 kJ/mol
E_LUMO (spin up / spin down)   2.03 / 1.94 eV
Net charge   -1

Geometry (Å):
Tc (-0.8922, 0.2168, -0.0621)
C (0.7562, -1.8532, 1.3963)
C (-0.6270, -2.0103, 1.1440)
C (-1.3102, -0.9338, 1.7742)
C (-0.3236, 0.0051, 2.1917)
C (0.9377, -0.6082, 1.9867)
H (1.5345, -2.5360, 1.0832)
H (-1.1099, -2.8687, 0.7040)
H (-2.3659, -0.8768, 1.9694)
H (-0.5107, 0.9086, 2.7473)
H (1.8884, -0.1553, 2.2310)
N (0.9145, -0.6357, -1.2171)
C (1.8112, 0.3362, -1.8651)
C (2.2351, 1.4058, -0.8725)
C (1.1490, 2.4518, -0.6224)
O (1.4017, 3.6248, -0.8462)
O (0.0194, 2.0442, -0.1315)
H (1.4496, -1.2262, -0.5925)
H (0.4739, -1.2247, -1.9181)
H (1.2784, 0.7809, -2.7060)
H (2.6960, -0.1689, -2.2672)
H (3.1105, 1.9386, -1.2415)
H (2.4990, 0.9244, 0.0745)
S (-2.7636, 1.5264, 0.6168)
Sb (-4.5244, 0.4423, -0.6622)
S (-2.4756, -1.0494, -1.2993)
S (-1.5435, 0.3820, -2.4133)
S (-5.7084, -0.8407, 0.7977)

Atomic partial charges in e from the Löwdin method, atoms 1 to 4: 0.834 -0.170 -0.184 -0.345


No. 3
C8H11NO3 | wB97M-V/def2-TZVPD

Kohn-Sham gap (spin up / spin down)   6.753 / 8.048 eV
Electronic energy   -591.61164 Ha
ΔE to the lowest compared entry with this formula, charge and spin   827.5 kJ/mol
E_LUMO (spin up / spin down)   -1.41 / 0.23 eV
Net charge   0

Geometry (Å):
C (1.1447, -1.3856, 1.6371)
C (0.3593, -2.0909, 0.7572)
C (0.9993, -0.0378, 1.8088)
C (-0.8974, -1.5998, 0.3106)
C (-0.1004, 0.6554, 1.1866)
C (-1.1446, -0.2192, 0.6285)
C (0.4535, 1.3183, -0.0767)
C (-1.2946, 0.9049, -2.0442)
N (-2.4520, 0.3625, 0.4088)
O (-3.3934, -0.2779, -0.0165)
O (-2.5540, 1.5181, 0.7457)
O (-1.6073, -2.2772, -0.5630)
H (1.9635, -1.8439, 2.0830)
H (0.4319, -3.0893, 0.6561)
H (1.5779, 0.5756, 2.4135)
H (-0.5467, 1.2547, 1.8345)
H (1.0664, 2.1594, 0.0311)
H (-0.5107, 1.4646, -0.5987)
H (0.8547, 0.4526, -0.6690)
H (-0.6908, 1.3670, -2.8458)
H (-2.2714, 1.4213, -1.9158)
H (-1.3357, -0.1343, -1.9682)
H (-1.2111, -3.1365, -0.6242)

Atomic partial charges in e from the Löwdin method, atoms 1 to 4: -0.064 0.008 -0.014 -0.237